1.
The following is a DFT calculation (wB97M-V/def2-TZVPD) of an isolated molecule of C18H20N2O5S at a distorted geometry.

Bonds (Å) are listed after each position.
Element x y z (Å)
1 C -2.03 -5.00 1.23  C2 1.526, H27 1.087, H28 1.087, H29 1.087
2 C -2.20 -4.20 -0.06  C1 1.526, O3 1.415, H30 1.094, H31 1.097
3 O -0.98 -4.00 -0.74  C2 1.415, C4 1.357
4 C -0.13 -3.02 -0.34  O3 1.357, C5 1.391, C26 1.399
5 C -0.33 -2.16 0.73  C4 1.391, C6 1.385, H32 1.079
6 C 0.60 -1.16 1.00  C5 1.385, C7 1.389, H33 1.080
7 C 1.75 -1.02 0.23  C6 1.389, N8 1.413, C25 1.393
8 N 2.67 0.03 0.42  C7 1.413, C9 1.448, S11 1.679
9 C 2.95 0.50 1.76  N8 1.448, C10 1.523, H34 1.091, H35 1.100
10 C 3.59 -0.60 2.60  C9 1.523, H36 1.087, H37 1.087, H38 1.086
11 S 2.54 1.22 -0.75  N8 1.679, O12 1.428, O13 1.432, C14 1.793
12 O 2.66 0.62 -2.04  S11 1.428
13 O 3.43 2.29 -0.40  S11 1.432
14 C 0.84 1.74 -0.50  S11 1.793, C15 1.384, C19 1.388
15 C 0.57 2.75 0.41  C14 1.384, C16 1.388, H39 1.078
16 C -0.73 3.04 0.79  C15 1.388, C17 1.384, H40 1.078
17 C -1.73 2.25 0.25  C16 1.384, C18 1.405, N23 1.375
18 C -1.44 1.23 -0.66  C17 1.405, C19 1.376, O20 1.363
19 C -0.16 0.95 -1.06  C14 1.388, C18 1.376, H41 1.076
20 O -2.61 0.60 -1.01  C18 1.363, C21 1.363
21 C -3.63 1.21 -0.34  O20 1.363, O22 1.196, N23 1.381
22 O -4.78 0.90 -0.41  C21 1.196
23 N -3.09 2.23 0.43  C17 1.375, C21 1.381, C24 1.437
24 C -3.89 3.09 1.26  N23 1.437, H42 1.089, H43 1.091, H44 1.091
25 C 1.96 -1.91 -0.82  C7 1.393, C26 1.376, H45 1.077
26 C 1.03 -2.88 -1.11  C4 1.399, C25 1.376, H46 1.078
27 H -3.00 -5.17 1.69  C1 1.087
28 H -1.57 -5.96 1.00  C1 1.087
29 H -1.39 -4.48 1.94  C1 1.087
30 H -2.82 -4.77 -0.76  C2 1.094
31 H -2.70 -3.24 0.14  C2 1.097
32 H -1.20 -2.22 1.35  C5 1.079
33 H 0.41 -0.50 1.83  C6 1.080
34 H 3.65 1.33 1.63  C9 1.091
35 H 2.05 0.89 2.25  C9 1.100
36 H 3.85 -0.20 3.58  C10 1.087
37 H 2.89 -1.42 2.73  C10 1.087
38 H 4.48 -0.97 2.11  C10 1.086
39 H 1.41 3.31 0.79  C15 1.078
40 H -0.95 3.84 1.49  C16 1.078
41 H 0.09 0.17 -1.77  C19 1.076
42 H -4.93 2.78 1.15  C24 1.089
43 H -3.78 4.13 0.94  C24 1.091
44 H -3.58 3.00 2.30  C24 1.091
45 H 2.84 -1.79 -1.43  C25 1.077
46 H 1.18 -3.56 -1.93  C26 1.078

Output
- frontier orbital gap (Ha) = 0.323
- calculated total energy (eV) = -43043.66657
- highest occupied orbital energy (eV) = -8.38
- SMILES string = CCOc1ccc(N(CC)S(=O)(=O)c2ccc3c(c2)oc(=O)n3C)cc1
- relative energy (zero: lowest compared OMol25 entry of this formula, charge and spin) (kcal/mol) = 13.5

2.
The following is a DFT calculation (wB97M-V/def2-TZVPD) of an isolated molecule of C18H20N4O4 at a distorted geometry.

Bonds (Å) are listed after each position.
Element x y z (Å)
1 C 2.78 1.21 3.47  C2 1.559, H27 1.117, H28 1.098, H29 1.071
2 C 1.73 0.63 2.47  C1 1.559, C3 1.531, H30 1.089, H31 1.089
3 C 2.12 0.93 1.03  C2 1.531, O4 1.221, N5 1.401
4 O 3.13 1.55 0.74  C3 1.221
5 N 1.31 0.44 -0.01  C3 1.401, N6 1.390, C20 1.470
6 N 0.21 -0.41 0.12  N5 1.390, C7 1.309
7 C -0.13 -0.82 -1.07  N6 1.309, C8 1.482, C19 1.493
8 C -1.27 -1.76 -1.24  C7 1.482, C9 1.524, C17 1.529, H32 1.078
9 C -2.44 -1.23 -0.43  C8 1.524, O10 1.226, N11 1.378
10 O -3.01 -0.23 -0.86  C9 1.226
11 N -2.82 -1.85 0.74  C9 1.378, C12 1.489, C13 1.379
12 C -4.08 -1.47 1.44  N11 1.489, H33 1.076, H34 1.108, H35 1.090
13 C -2.05 -2.85 1.30  N11 1.379, O14 1.198, N15 1.368
14 O -2.42 -3.32 2.34  C13 1.198
15 N -1.07 -3.51 0.61  C13 1.368, C16 1.479, C17 1.374
16 C -0.47 -4.76 1.13  N15 1.479, H36 1.084, H37 1.110, H38 1.116
17 C -0.82 -3.11 -0.68  C8 1.529, N15 1.374, O18 1.230
18 O -0.18 -3.81 -1.46  C17 1.230
19 C 0.79 -0.32 -2.14  C7 1.493, C20 1.511, H39 1.100, H40 1.084
20 C 1.55 0.76 -1.42  N5 1.470, C19 1.511, C21 1.486, H41 1.091
21 C 1.09 2.15 -1.69  C20 1.486, C22 1.399, C26 1.386
22 C 2.06 3.14 -1.89  C21 1.399, C23 1.409, H42 1.114
23 C 1.68 4.47 -2.13  C22 1.409, C24 1.413, H43 1.074
24 C 0.32 4.84 -2.19  C23 1.413, C25 1.396, H44 1.060
25 C -0.65 3.87 -1.95  C24 1.396, C26 1.417, H45 1.077
26 C -0.24 2.54 -1.67  C21 1.386, C25 1.417, H46 1.080
27 H 2.67 2.31 3.55  C1 1.117
28 H 2.63 0.77 4.46  C1 1.098
29 H 3.78 0.96 3.17  C1 1.071
30 H 1.56 -0.44 2.60  C2 1.089
31 H 0.79 1.12 2.72  C2 1.089
32 H -1.51 -1.83 -2.29  C8 1.078
33 H -4.64 -2.32 1.77  C12 1.076
34 H -3.89 -0.80 2.30  C12 1.108
35 H -4.77 -0.95 0.77  C12 1.090
36 H 0.27 -5.20 0.47  C16 1.084
37 H 0.07 -4.54 2.07  C16 1.110
38 H -1.28 -5.48 1.39  C16 1.116
39 H 1.45 -1.13 -2.49  C19 1.100
40 H 0.22 0.03 -2.99  C19 1.084
41 H 2.61 0.65 -1.65  C20 1.091
42 H 3.13 2.82 -1.88  C22 1.114
43 H 2.43 5.21 -2.36  C23 1.074
44 H 0.08 5.84 -2.47  C24 1.060
45 H -1.69 4.09 -2.13  C25 1.077
46 H -1.02 1.81 -1.57  C26 1.080

Output
- frontier orbital gap (Ha) = 0.341
- calculated total energy (eV) = -33141.53265
- highest occupied orbital energy (eV) = -8.83
- SMILES string = CCC(=O)N1N=C(C2C(=O)N(C)C(=O)N(C)C2=O)C[C@H]1c1ccccc1
- relative energy (zero: lowest compared OMol25 entry of this formula, charge and spin) (kcal/mol) = 31.6

3.
The following is a DFT calculation (wB97M-V/def2-TZVPD) of an isolated molecule of C18H20N4O4 at a distorted geometry.

Bonds (Å) are listed after each position.
Element x y z (Å)
1 C 3.72 3.81 1.39  O2 1.406, H27 1.095, H28 1.089, H29 1.095
2 O 2.72 3.41 0.48  C1 1.406, C3 1.365
3 C 2.57 2.08 0.23  O2 1.365, C4 1.393, C26 1.390
4 C 1.59 1.74 -0.70  C3 1.393, C5 1.379, H30 1.079
5 C 1.34 0.42 -1.02  C4 1.379, C6 1.395, H31 1.078
6 C 2.07 -0.61 -0.42  C5 1.395, N7 1.409, C25 1.394
7 N 1.90 -1.98 -0.71  C6 1.409, C8 1.449, C24 1.446
8 C 1.17 -2.39 -1.90  N7 1.449, C9 1.548, H32 1.089, H33 1.098
9 C -0.25 -2.88 -1.54  C8 1.548, N10 1.443, H34 1.095, H35 1.088
10 N -0.73 -2.21 -0.36  C9 1.443, C11 1.354, C23 1.447
11 C -1.63 -1.20 -0.39  N10 1.354, C12 1.414, C19 1.419
12 C -1.94 -0.51 -1.59  C11 1.414, C13 1.368, H36 1.078
13 C -2.68 0.64 -1.59  C12 1.368, C14 1.402, H37 1.080
14 C -3.18 1.19 -0.40  C13 1.402, C15 1.489, C18 1.379
15 C -3.94 2.47 -0.48  C14 1.489, N16 1.355, O17 1.214
16 N -4.06 3.16 0.67  C15 1.355, H38 1.003, H39 1.006
17 O -4.43 2.86 -1.52  C15 1.214
18 C -3.00 0.48 0.77  C14 1.379, C19 1.395, H40 1.080
19 C -2.28 -0.72 0.77  C11 1.419, C18 1.395, N20 1.423
20 N -2.38 -1.49 1.97  C19 1.423, O21 1.222, O22 1.221
21 O -2.36 -2.71 1.88  N20 1.222
22 O -2.56 -0.89 3.02  N20 1.221
23 C 0.05 -2.52 0.82  N10 1.447, C24 1.545, H41 1.098, H42 1.095
24 C 1.52 -2.81 0.41  N7 1.446, C23 1.545, H43 1.089, H44 1.093
25 C 3.06 -0.26 0.49  C6 1.394, C26 1.382, H45 1.079
26 C 3.30 1.06 0.83  C3 1.390, C25 1.382, H46 1.079
27 H 3.53 3.41 2.39  C1 1.095
28 H 3.67 4.90 1.43  C1 1.089
29 H 4.71 3.51 1.06  C1 1.095
30 H 1.02 2.53 -1.16  C4 1.079
31 H 0.56 0.22 -1.73  C5 1.078
32 H 1.15 -1.57 -2.61  C8 1.089
33 H 1.73 -3.21 -2.36  C8 1.098
34 H -0.22 -3.95 -1.31  C9 1.095
35 H -0.94 -2.75 -2.37  C9 1.088
36 H -1.55 -0.86 -2.53  C12 1.078
37 H -2.89 1.16 -2.51  C13 1.080
38 H -3.59 2.89 1.52  N16 1.003
39 H -4.55 4.04 0.65  N16 1.006
40 H -3.45 0.77 1.70  C18 1.080
41 H -0.37 -3.37 1.36  C23 1.098
42 H 0.05 -1.65 1.48  C23 1.095
43 H 2.16 -2.62 1.26  C24 1.089
44 H 1.64 -3.85 0.11  C24 1.093
45 H 3.65 -1.03 0.95  C25 1.079
46 H 4.08 1.28 1.54  C26 1.079

Output
- frontier orbital gap (Ha) = 0.273
- calculated total energy (eV) = -33138.07923
- highest occupied orbital energy (eV) = -7.70
- SMILES string = COc1ccc(N2CCN(c3ccc(C(N)=O)cc3[N+](=O)[O-])CC2)cc1
- relative energy (zero: lowest compared OMol25 entry of this formula, charge and spin) (kcal/mol) = 111.2